(1)
The following is a DFT calculation (wB97M-V/def2-TZVPD) of C32H36N5Pt as an isolated structure.

Its gap between HOMO and LUMO is 6.81 eV. As for the largest force on an atom: 0.464 eV/A. For the energy above the lowest of the compared OMol25 structures with the same formula, charge and spin, the calculation gives 13.71 kJ/mol. The value obtained for the LUMO energy is -4.3 eV.

The geometry in ORCA input format:
```
! RIJCOSX wB97M-V def2-TZVPD def2/J DEFGRID3
* xyz 1 1
Pt -0.71881 -0.05824 -0.05343
C 0.65950 -2.40560 2.57604
C 0.55209 -1.19226 3.45431
C 0.25023 -1.31642 4.80343
C 0.13680 -0.19519 5.60891
C 0.33531 1.06529 5.07340
C 0.66157 1.24097 3.73201
C 0.88640 2.62316 3.18613
C 0.76596 0.09190 2.93943
N 1.01775 0.20415 1.54454
C 2.13217 0.58973 1.07529
C 3.36071 0.87155 1.87898
C 2.21144 0.71141 -0.42384
C 3.51563 1.09581 -1.03964
N 1.15087 0.46862 -1.09274
C 1.18024 0.32951 -2.51910
C 1.83393 -0.77795 -3.07155
C 2.57485 -1.80386 -2.25433
C 1.79211 -0.93444 -4.45483
C 1.13755 -0.02047 -5.25830
C 0.49462 1.06666 -4.68584
C 0.48700 1.25447 -3.31019
C -0.25120 2.40833 -2.70440
H 0.57479 -3.31544 3.16708
H 1.60927 -2.43918 2.03778
H -0.13838 -2.41541 1.82555
H 0.09962 -2.30355 5.22217
H -0.10921 -0.30478 6.65641
H 0.23909 1.93980 5.70452
H 0.41817 3.36075 3.83514
H 0.46387 2.73576 2.18882
H 1.95052 2.86614 3.14308
H 3.21093 0.59304 2.91915
H 3.61982 1.93072 1.83588
H 4.20678 0.31479 1.47502
H 3.93005 1.95528 -0.51338
H 3.40139 1.33760 -2.09297
H 4.23738 0.28213 -0.94363
H 2.31704 -1.77947 -1.19566
H 3.65406 -1.65729 -2.33239
H 2.36592 -2.80574 -2.63009
H 2.29006 -1.78757 -4.89935
H 1.12438 -0.15409 -6.33152
H -0.01976 1.78313 -5.31346
H -0.64419 3.06058 -3.48112
H 0.37924 3.00657 -2.04432
H -1.09372 2.05329 -2.10923
C -1.72085 -2.10435 -2.80001
C -1.92472 -2.13082 -1.26848
C -2.47554 -3.49459 -0.84374
C -0.61000 -1.78521 -0.70065
C -2.75344 -0.92629 -0.76112
C -3.43740 -0.01671 -1.60855
C -4.25161 0.94514 -1.07328
C -4.43458 1.04335 0.32077
C -3.78644 0.18583 1.16692
C -2.93365 -0.80620 0.64180
H -1.04458 -2.90525 -3.09799
H -1.31181 -1.15456 -3.14856
H -2.68480 -2.27855 -3.27952
H -1.82370 -4.29248 -1.20038
H -3.46451 -3.63571 -1.28067
H -2.56853 -3.58214 0.23794
H 0.21950 -2.49354 -0.75121
H -3.32363 -0.08866 -2.68143
H -4.76393 1.64561 -1.71934
H -5.09287 1.80842 0.71000
H -3.93391 0.24871 2.23621
H -2.55855 -1.57944 1.30188
N -1.18840 1.87139 0.57643
C -1.70142 2.85530 0.18000
N -2.13752 3.96415 -0.22542
C -3.42221 4.16253 -0.48272
N -4.52958 4.37026 -0.73779
*
```



(2)
The following is a DFT calculation (wB97M-V/def2-TZVPD) of C32H37AsHfN7O6S7Sb as an isolated structure in a non-equilibrium geometry.

Its gap between HOMO and LUMO is 4.47 eV. As for the largest force on an atom: 2.835 eV/A. For the energy above the lowest of the compared OMol25 structures with the same formula, charge and spin, the calculation gives 99.75 kJ/mol. The value obtained for the LUMO energy is -2.1 eV.

The geometry in ORCA input format:
```
! RIJCOSX wB97M-V def2-TZVPD def2/J DEFGRID3
* xyz 0 1
Hf -0.26084 0.54651 0.21087
S -2.41754 -3.06889 1.17077
As -1.84034 -1.87319 -0.47553
S -2.65354 0.18501 -0.07343
S 0.38756 -1.74709 -0.41103
S -2.54294 -2.77449 -2.22433
S 2.14646 -0.10729 1.80707
C 3.05696 -0.83339 0.58777
N 3.90926 -1.82419 0.87397
C 4.75396 -2.35539 -0.17043
C 3.98266 -2.36339 -1.47833
N 3.56236 -1.00649 -1.75873
C 3.54666 -0.61659 -3.15883
C 2.59936 -1.51259 -3.92033
C 3.05716 -2.60959 -4.63963
C 2.15546 -3.47359 -5.23833
C 0.79526 -3.23709 -5.13553
C 0.33556 -2.12629 -4.44863
C 1.23456 -1.27039 -3.83923
C 2.98166 -0.31709 -0.77313
S 2.25676 1.19801 -1.02163
C 3.95266 -2.42649 2.19407
C 2.82626 -3.42169 2.37327
C 2.79416 -4.57449 1.59807
C 1.76296 -5.48539 1.73077
C 0.76466 -5.26329 2.66327
C 0.79476 -4.12349 3.44537
C 1.80966 -3.19299 3.29307
H 5.05766 -3.36739 0.09087
H 5.65526 -1.73279 -0.26263
H 3.10526 -3.01919 -1.39003
H 4.60876 -2.71439 -2.29943
H 4.56816 -0.72669 -3.53863
H 3.24376 0.43111 -3.22813
H 4.12086 -2.78349 -4.74193
H 2.51406 -4.33579 -5.78083
H 0.08716 -3.91549 -5.58493
H -0.72394 -1.94299 -4.36083
H 0.87816 -0.40809 -3.29413
H 3.86306 -1.63129 2.93877
H 4.92416 -2.91789 2.29807
H 3.58096 -4.77549 0.88377
H 1.74226 -6.36989 1.11277
H -0.04424 -5.96789 2.77267
H 0.02596 -3.96589 4.18357
H 1.82126 -2.29749 3.90517
O -0.68494 2.47751 -0.62703
C -1.00724 1.94761 -1.72743
O -0.58134 0.81211 -2.00433
C -1.94814 2.73531 -2.57953
C -3.22414 2.25771 -2.85713
C -4.14794 3.11641 -3.44723
C -3.81794 4.41491 -3.79713
C -2.53334 4.86311 -3.52683
C -1.59974 4.03851 -2.90893
N -2.18434 6.23611 -3.82873
O -1.09314 6.62321 -3.46773
O -3.00994 6.90711 -4.40583
N -5.52264 2.67971 -3.64843
O -6.19324 3.32411 -4.42083
O -5.89504 1.72611 -3.01243
H -3.51484 1.24881 -2.59713
H -4.55014 5.07461 -4.24303
H -0.61394 4.41611 -2.68333
C -1.79214 -2.13119 4.48817
Sb -1.21714 -0.60539 3.05297
C -3.29094 0.00311 3.05107
C -0.58774 0.68811 4.67927
H -2.58874 -1.69669 5.08387
H -0.95854 -2.35989 5.14117
H -2.15144 -3.01969 3.97967
H -3.56484 0.28791 4.06657
H -3.86714 -0.87149 2.74527
H -3.48324 0.81251 2.35327
H -1.40454 1.32021 5.00147
H 0.26496 1.30371 4.41887
H -0.30954 0.04971 5.50617
C -3.86424 3.59281 2.65847
C -2.57334 4.32011 3.01577
C -1.33254 3.65461 2.54567
N -1.15304 2.44961 2.15377
N 0.12116 2.15391 1.79397
C 0.93726 3.17841 1.89057
N 2.24196 3.13771 1.62997
S 0.14596 4.61631 2.47927
H -4.70724 4.25811 2.83307
H -3.98534 2.70821 3.27617
H -3.85834 3.29911 1.61047
H -2.50044 4.43941 4.10337
H -2.56644 5.32571 2.58347
H 2.61706 2.31091 1.17647
H 2.77036 3.99111 1.57897
*
```



(3)
The following is a DFT calculation (wB97M-V/def2-TZVPD) of a 2-piece molecular cluster, C32H37BNO2 overall in a non-equilibrium geometry.

Its gap between HOMO and LUMO is 6.36 eV. As for the largest force on an atom: 1.688 eV/A. The value obtained for the LUMO energy is -4.5 eV.

The geometry in ORCA input format:
```
! RIJCOSX wB97M-V def2-TZVPD def2/J DEFGRID3
* xyz 1 1
C 2.23378 9.49529 0.78236
O 2.70760 8.45890 1.67126
C 2.27052 7.18683 1.49697
C 2.90200 6.18550 2.27589
C 2.60304 4.85934 2.07066
C 1.65044 4.43937 1.10147
C 1.41694 3.01522 0.85562
C 2.42382 2.07260 1.21132
C 2.28839 0.73157 1.54488
C 3.20743 0.07853 2.45432
C 3.00785 -1.27591 2.81797
C 3.70139 -1.83426 3.88899
C 4.64882 -1.07421 4.59287
C 4.94788 0.22823 4.17078
C 4.26834 0.79155 3.08956
C 0.16622 2.56692 0.27001
C -1.04648 3.29472 0.40416
C -2.22902 2.85950 -0.14714
C -2.27850 1.60398 -0.80206
O -3.49608 1.18535 -1.24539
C -3.60456 -0.12396 -1.84206
C -1.08634 0.85182 -0.93944
C 0.10356 1.35863 -0.45668
C 1.01007 5.46999 0.35632
C 1.28397 6.81306 0.55164
H 2.75980 10.39203 1.10776
H 2.48195 9.26974 -0.26295
H 1.14877 9.63890 0.87761
H 3.62717 6.48858 3.02443
H 3.10594 4.10484 2.67387
H 3.42919 2.49062 1.30125
H 1.42036 0.16080 1.22632
H 2.27328 -1.86025 2.26466
H 3.49959 -2.85907 4.19133
H 5.15682 -1.48811 5.47020
H 5.70761 0.81243 4.68487
H 4.51895 1.79948 2.76766
H -1.05249 4.23221 0.96156
H -3.14437 3.44286 -0.07516
H -4.65119 -0.20380 -2.12754
H -2.95971 -0.20981 -2.72479
H -3.35038 -0.90405 -1.10465
H -1.12595 -0.12675 -1.42589
H 1.00728 0.78862 -0.64785
H 0.28149 5.21398 -0.41168
H 0.75834 7.57887 -0.02327
C -3.22359 -7.15470 -1.78082
C -3.39390 -5.81750 -2.51551
C -3.18814 -6.06379 -4.01811
C -4.83794 -5.34072 -2.29565
C -2.38405 -4.78447 -1.98168
C -1.49394 -4.11728 -2.82885
C -0.48283 -3.32917 -2.30241
N -0.31518 -3.12573 -0.97500
B 0.94032 -2.23714 -0.52315
H 0.93096 -1.66153 0.62711
C -1.22669 -3.68489 -0.13920
C -2.26129 -4.49679 -0.60837
H -3.35784 -7.05642 -0.69947
H -3.95667 -7.87856 -2.14875
H -2.22401 -7.57230 -1.96399
H -3.38100 -5.15721 -4.60275
H -2.16932 -6.40899 -4.22550
H -3.87993 -6.83839 -4.37703
H -5.04277 -4.43431 -2.88239
H -5.53935 -6.11539 -2.62540
H -5.04361 -5.12088 -1.24175
H -1.53132 -4.20499 -3.91252
H 0.23816 -2.83132 -2.94771
H 1.93833 -2.90108 -0.71554
H 0.95104 -1.29944 -1.29432
H -1.10854 -3.45878 0.92350
H -2.95041 -4.90891 0.13326
*
```